[1]
46
Properties=species:S:1:pos:R:3:mulliken_charge:R:1 method="wB97M-V/def2-TZVPD" smiles="COc1ccc(OCc2cc(C(=O)NCCc3ccccc3)no2)c(Cl)c1" relative_energy_ev=2.1626
C 4.4636 4.3867 -0.2704 -0.843
H 3.9385 4.1965 -1.2113 0.344
O 3.9420 3.6034 0.7786 -0.430
C 3.9883 2.2552 0.6714 0.703
C 4.5435 1.5641 -0.4002 -0.493
C 4.5386 0.1773 -0.4081 0.364
C 3.9726 -0.5516 0.6337 -0.222
C 3.4285 0.1558 1.7045 -0.044
C 3.4384 1.5310 1.7325 -0.751
H 3.0165 2.0742 2.5619 0.432
H 3.0024 -0.4074 2.5198 0.453
O 3.9647 -1.9290 0.6798 -0.525
C 3.1238 -2.5813 -0.2595 -0.579
C 1.6929 -2.1888 -0.0879 0.314
C 1.0384 -1.0064 -0.3011 -0.044
C -0.2897 -1.2817 0.1072 0.529
N -0.3916 -2.5252 0.5177 -0.530
O 0.8258 -3.0879 0.4050 -0.204
C -1.4440 -0.3454 0.0888 0.121
O -1.3591 0.7841 -0.3503 -0.704
N -2.5602 -0.8812 0.6213 -0.102
H -2.5226 -1.8487 0.9057 0.311
C -3.8249 -0.1907 0.6459 -0.746
H -4.2607 -0.2647 1.6470 0.296
H -3.6180 0.8587 0.4236 0.398
C -4.8069 -0.7583 -0.3911 -0.870
C -6.0994 0.0049 -0.3476 0.458
C -6.2290 1.2026 -1.0399 -0.318
C -7.4042 1.9290 -0.9761 -0.589
C -8.4656 1.4676 -0.2157 -0.411
C -8.3445 0.2773 0.4802 -0.550
C -7.1673 -0.4474 0.4157 -0.335
H -7.0789 -1.3775 0.9596 0.345
H -9.1690 -0.0881 1.0750 0.369
H -9.3843 2.0331 -0.1669 0.371
H -7.4935 2.8568 -1.5219 0.368
H -5.4022 1.5641 -1.6342 0.386
H -4.9836 -1.8147 -0.1773 0.429
H -4.3533 -0.6756 -1.3805 0.308
H 1.4146 -0.0819 -0.6822 0.597
H 3.2386 -3.6474 -0.0541 0.342
H 3.4402 -2.3665 -1.2882 0.243
Cl 5.2843 -0.6291 -1.7470 -0.243
H 4.9908 2.0796 -1.2342 0.479
H 5.5354 4.2120 -0.4064 0.343
H 4.3027 5.4208 0.0287 0.232

=====

[2]
56
Properties=species:S:1:pos:R:3:mulliken_charge:R:1 method="wB97M-V/def2-TZVPD" multiplicity=5 relative_energy_ev=0.0000
Os 0.7339 0.0886 -2.1115 2.175
C 1.9608 -0.7470 3.3638 -1.231
C 0.8331 0.0362 2.7125 -1.006
N -0.1271 -0.8238 1.9954 0.584
C -1.3406 -1.2564 2.7144 -0.620
C -1.2101 -2.6732 3.2510 -1.094
C 0.0254 -1.1570 0.7345 0.181
S 1.5176 -0.6522 -0.0524 -0.312
N -0.9074 -1.9374 0.1807 0.041
C -1.1410 -2.0386 -1.0922 0.306
O -0.6426 -1.2927 -2.0356 -0.819
C -2.0978 -3.0632 -1.5561 0.405
C -2.6769 -3.9390 -0.6394 -0.238
C -3.5608 -4.9098 -1.0750 -0.675
C -3.8749 -5.0065 -2.4248 -0.360
C -3.3052 -4.1315 -3.3393 -0.741
C -2.4177 -3.1596 -2.9087 -0.425
H 2.6552 -0.0468 3.8247 0.408
H 2.5189 -1.3194 2.6230 0.266
H 1.5882 -1.4312 4.1271 0.378
H 1.2285 0.7706 2.0146 0.359
H 0.2555 0.5802 3.4570 0.489
H -2.1855 -1.1691 2.0357 0.368
H -1.4871 -0.5452 3.5243 0.461
H -1.0335 -3.3755 2.4372 0.241
H -2.1313 -2.9582 3.7598 0.357
H -0.3897 -2.7536 3.9635 0.338
H -2.4286 -3.8456 0.4082 0.393
H -4.0082 -5.5908 -0.3635 0.411
H -4.5688 -5.7646 -2.7638 0.386
H -3.5539 -4.2050 -4.3894 0.413
H -1.9710 -2.4736 -3.6146 0.459
Se 0.3068 0.2359 -6.9432 -0.053
C 0.4034 0.2433 -5.2221 0.459
N 0.4562 0.2540 -4.0384 -0.691
O -2.3252 0.6854 -0.2450 -0.621
Cl -1.4948 1.8465 -0.2823 1.755
O -2.2360 3.0456 -0.4220 -0.685
O -0.6088 1.8817 0.8412 -0.573
O -0.6314 1.7469 -1.5242 -0.941
O 5.4816 2.8337 0.6390 -0.677
S 4.1266 2.4070 0.7803 1.243
O 3.7163 1.7395 1.9836 -0.540
N 3.6880 1.4503 -0.5139 -0.482
C 2.7302 2.0080 -1.1550 0.318
O 2.1379 1.4308 -2.1871 -0.729
C 2.2776 3.3475 -0.7054 0.835
C 1.2876 4.1631 -1.2213 -0.424
C 1.0400 5.3647 -0.5685 -0.701
C 1.7670 5.7318 0.5594 -0.451
C 2.7651 4.9091 1.0734 -0.755
C 2.9943 3.7217 0.4157 -0.019
H 0.7160 3.8627 -2.0875 0.546
H 0.2639 6.0211 -0.9378 0.410
H 1.5498 6.6724 1.0481 0.407
H 3.3309 5.1881 1.9517 0.470

=====

[3]
47
Properties=species:S:1:pos:R:3:mulliken_charge:R:1 method="wB97M-V/def2-TZVPD" smiles="CCc1cccc(N(CC(=O)NCc2ccc(F)cc2)C(=O)c2csnn2)c1" relative_energy_ev=1.4709
C 3.6856 5.2879 1.3457 -1.547
H 2.8960 5.9004 0.9167 0.361
H 4.4842 5.1769 0.6161 0.372
H 4.0872 5.8111 2.2107 0.385
C 3.1489 3.9285 1.7736 0.042
C 2.5656 3.0839 0.6715 0.091
C 2.0793 1.8234 1.0016 -0.280
C 1.5402 0.9944 0.0336 -0.805
C 1.4629 1.4207 -1.2870 0.358
C 1.9476 2.6695 -1.6206 -1.371
C 2.4942 3.4949 -0.6520 -0.242
H 2.8635 4.4648 -0.9426 0.381
H 1.8941 3.0077 -2.6448 0.388
H 1.0253 0.7758 -2.0356 0.522
N 1.0337 -0.2844 0.3859 0.394
C 1.4488 -1.4191 -0.2109 0.875
O 0.8383 -2.4799 -0.1276 -0.757
C 2.7326 -1.3366 -0.9437 -0.083
C 3.1111 -2.1883 -1.9601 -0.148
S 4.6827 -1.7676 -2.4507 0.109
N 4.7476 -0.5533 -1.3129 -0.748
N 3.7041 -0.4530 -0.6341 0.251
H 2.5510 -2.9876 -2.3978 0.423
C -0.1210 -0.3293 1.2645 -1.302
H -0.1197 -1.2900 1.7874 0.410
H -0.0522 0.4914 1.9791 0.426
C -1.4378 -0.1804 0.4838 0.762
O -2.1542 0.7919 0.5932 -0.672
N -1.6791 -1.2201 -0.3306 0.093
H -1.0429 -2.0113 -0.3109 0.259
C -2.8820 -1.3171 -1.1331 -1.397
C -3.8705 -2.2661 -0.5049 0.520
C -4.5332 -1.8875 0.6577 -0.230
C -5.4187 -2.7491 1.2770 -0.617
C -5.6322 -3.9960 0.7167 0.351
C -4.9852 -4.4002 -0.4358 -0.515
C -4.0988 -3.5260 -1.0404 -0.406
H -3.5845 -3.8292 -1.9405 0.322
H -5.1756 -5.3806 -0.8430 0.422
F -6.4984 -4.8431 1.3123 -0.325
H -5.9420 -2.4684 2.1772 0.435
H -4.3497 -0.9086 1.0745 0.446
H -3.3068 -0.3103 -1.1826 0.407
H -2.6135 -1.6513 -2.1389 0.480
H 2.1414 1.4788 2.0236 0.520
H 2.3766 4.0739 2.5350 0.308
H 3.9557 3.3584 2.2433 0.330